1.
{"formula": "C6H5ClO", "method": "ωB97M-V with the def2-TZVPD basis set", "homo_lumo_gap_ev": 9.7, "smiles": "C#CC(=C)C(=O)CCl", "e_lumo_ev": -0.22, "e_above_lowest_kcal_mol": 78.68, "elements": ["C", "C", "C", "C", "C", "O", "C", "Cl", "H", "H", "H", "H", "H"], "xyz": [[2.9474, 0.2211, -1.0347], [1.8346, 0.2574, -0.4796], [0.5408, -0.2877, -0.0744], [0.3044, -1.4820, 0.3489], [-0.5155, 0.7517, 0.1101], [-0.2230, 1.9233, -0.1327], [-1.9568, 0.6230, 0.4192], [-2.8521, -0.1959, -0.9606], [3.9542, 0.1956, -1.2047], [-0.7163, -1.4410, 0.8367], [1.0187, -2.3636, 0.3349], [-2.0773, 0.1000, 1.4088], [-2.2590, 1.6982, 0.4282]]}

***

2.
{"formula": "C10H9N2O6Pt", "method": "ωB97M-V with the def2-TZVPD basis set", "homo_lumo_gap_ev": [7.0, 7.7], "charge": -1, "s_squared": 2.01, "e_lumo_ev": [2.21, 2.18], "multiplicity": 3, "e_above_lowest_kcal_mol": 0.00, "elements": ["Pt", "O", "C", "O", "C", "C", "C", "N", "C", "C", "C", "O", "O", "H", "H", "H", "C", "O", "C", "C", "H", "H", "H", "H", "H", "H", "O", "N"], "xyz": [[0.1040, 0.6623, 0.5443], [7.1281, 0.4990, 0.7939], [6.3811, -0.2923, 1.3999], [6.6299, -1.2542, 2.1420], [4.8669, -0.0221, 1.1783], [4.4552, 1.0255, 0.3651], [3.1116, 1.2653, 0.1851], [2.1640, 0.5200, 0.7642], [2.5474, -0.5097, 1.5429], [3.8778, -0.8003, 1.7685], [1.4310, -1.3535, 2.1172], [1.6831, -2.2770, 2.8622], [0.2443, -0.9901, 1.7377], [5.2091, 1.6398, -0.1081], [2.7722, 2.0852, -0.4346], [4.1438, -1.6353, 2.4009], [-1.3093, 3.4136, 1.0728], [-0.8024, 3.2593, -0.2719], [-0.1187, 2.2028, -0.5970], [0.3762, 2.3449, -1.9980], [-0.4980, 3.2585, 1.7806], [-2.1004, 2.6919, 1.2489], [-1.6778, 4.4344, 1.1162], [0.0805, 3.2985, -2.4331], [-0.0265, 1.5173, -2.5847], [1.4624, 2.2477, -2.0252], [-2.5264, 0.4068, -0.6048], [-1.9130, 0.4271, 0.4518]]}

***

3.
{"formula": "C13H11N3O", "method": "ωB97M-V with the def2-TZVPD basis set", "homo_lumo_gap_ev": 7.0, "smiles": "C=C1C(=O)N=NC=C1N1Cc2ccccc2C1", "e_lumo_ev": -2.01, "e_above_lowest_kcal_mol": 32.10, "elements": ["C", "C", "C", "O", "N", "N", "C", "C", "N", "C", "C", "C", "C", "C", "C", "C", "C", "H", "H", "H", "H", "H", "H", "H", "H", "H", "H", "H"], "xyz": [[0.1446, -0.5309, 2.0255], [-1.0904, -0.2333, 1.5755], [-2.1705, 0.0925, 2.4644], [-2.1167, -0.2906, 3.6546], [-3.4190, 0.4771, 1.9290], [-3.5901, 0.8126, 0.6502], [-2.6072, 0.5216, -0.2811], [-1.3988, 0.0646, 0.0915], [-0.5464, -0.2511, -0.9496], [0.6573, 0.4861, -1.3552], [1.7378, -0.5280, -1.4243], [3.1098, -0.4196, -1.7004], [3.8940, -1.5726, -1.8894], [3.3210, -2.7849, -1.5259], [1.9219, -2.9556, -1.3433], [1.1234, -1.7694, -1.4403], [-0.3627, -1.6229, -1.2173], [0.2674, -0.6097, 3.0833], [1.0169, -0.5905, 1.4115], [-2.8450, 0.8467, -1.2201], [0.4525, 0.9643, -2.2951], [0.8846, 1.1947, -0.5554], [3.5970, 0.5230, -1.7646], [4.9573, -1.3780, -2.0421], [3.8047, -3.7989, -1.5066], [1.4577, -3.9094, -1.0338], [-0.9223, -1.9422, -2.0639], [-0.7129, -2.3468, -0.3617]]}

***

4.
{"formula": "C2H2Br3P", "method": "ωB97M-V with the def2-TZVPD basis set", "homo_lumo_gap_ev": 9.4, "smiles": "C#CP(Br)Br.Br", "e_lumo_ev": -0.48, "e_above_lowest_kcal_mol": 30.03, "elements": ["C", "C", "P", "Br", "Br", "H", "Br", "H"], "xyz": [[-1.1147, -2.6133, 0.6383], [-0.6283, -1.7281, -0.0279], [0.3032, -0.8456, -1.2402], [-0.5462, -1.8514, -3.0381], [2.2720, -1.8481, -0.9441], [-1.7666, -3.2931, 1.1082], [2.6992, 2.3213, -1.2752], [1.5325, 1.6023, -1.9626]]}

***

5.
{"formula": "C20H36F2N3O10P", "method": "ωB97M-V with the def2-TZVPD basis set", "homo_lumo_gap_ev": 6.5, "smiles": "CCOP(=O)(CCC1=C(N(C(=O)F)C(=O)F)C(=O)OC1=O)OCC.COC[C@@H](C)N.COC[C@@H](C)N", "e_lumo_ev": -2.76, "elements": ["C", "C", "O", "P", "O", "C", "C", "C", "C", "N", "C", "O", "F", "C", "O", "F", "C", "O", "O", "C", "O", "O", "C", "C", "H", "H", "H", "H", "H", "H", "H", "H", "H", "H", "H", "H", "H", "H", "C", "O", "C", "C", "C", "N", "H", "H", "H", "H", "H", "H", "H", "H", "H", "H", "H", "C", "O", "C", "C", "C", "N", "H", "H", "H", "H", "H", "H", "H", "H", "H", "H", "H"], "xyz": [[3.6926, -1.2062, 2.3844], [4.4484, -0.2190, 1.2916], [4.1553, -0.5375, -0.1131], [2.4682, -0.2616, -0.5121], [2.3905, -0.4665, -2.1084], [1.8271, 1.4963, -0.1732], [1.7313, 1.8985, 1.4488], [0.2630, 2.6206, 1.6825], [-0.7706, 1.7607, 2.3704], [-0.5012, 0.3874, 2.8997], [-1.5341, -0.6447, 2.5081], [-1.8388, -0.6864, 1.1833], [-2.0714, -1.5672, 3.5333], [-0.3253, 0.4545, 4.4281], [-0.7172, 1.4985, 5.1875], [0.3839, -0.7134, 5.0646], [-2.0843, 2.7255, 2.2624], [-3.3603, 2.2936, 2.4443], [-1.6710, 4.0458, 1.7392], [-0.2679, 4.1414, 1.3309], [0.4893, 5.2066, 0.9690], [1.4001, -1.5272, 0.1280], [0.6959, -2.2168, -0.9619], [-0.4125, -3.3334, -0.3930], [2.5324, -1.0718, 2.4328], [4.0939, -1.0117, 3.4878], [3.9307, -2.3438, 2.1495], [4.3309, 0.9383, 1.5529], [5.6151, -0.4302, 1.4387], [2.4384, 2.3205, -0.7706], [0.7306, 1.5255, -0.6194], [1.9412, 0.9991, 2.1631], [2.5412, 2.7191, 1.6142], [0.0287, -1.4289, -1.5617], [1.4026, -2.8438, -1.6790], [-0.1925, -3.6796, 0.7027], [-1.5291, -2.9381, -0.5452], [-0.3402, -4.2896, -1.1041], [-6.3388, -5.9482, 2.2290], [-5.2701, -6.8130, 1.8764], [-4.8629, -6.7213, 0.5079], [-3.8923, -5.5548, 0.2106], [-4.5800, -4.1940, 0.1393], [-2.8086, -5.4894, 1.2020], [-7.0523, -5.8159, 1.4102], [-5.9460, -4.9830, 2.5545], [-6.8668, -6.3910, 3.0795], [-4.3353, -7.6595, 0.2956], [-5.7346, -6.7003, -0.1568], [-3.4464, -5.7421, -0.7739], [-4.8486, -3.8044, 1.1250], [-3.9147, -3.4551, -0.3234], [-5.4899, -4.2454, -0.4680], [-2.2933, -6.3710, 1.1808], [-3.2444, -5.4868, 2.1284], [1.0691, 5.0598, -2.4940], [2.1379, 4.1949, -2.8465], [2.5450, 4.2867, -4.2150], [3.5157, 5.4532, -4.5124], [2.8280, 6.8140, -4.5836], [4.5994, 5.5186, -3.5210], [0.3556, 5.1921, -3.3127], [1.4619, 6.0250, -2.1684], [0.5411, 4.6170, -1.6434], [3.0727, 3.3485, -4.4273], [1.6734, 4.3077, -4.8798], [3.9616, 5.2658, -5.4969], [2.5594, 7.2036, -3.5979], [3.4933, 7.5529, -5.0464], [1.9181, 6.7626, -5.1909], [5.1147, 4.6370, -3.5422], [4.1635, 5.5212, -2.5946]]}

***

6.
{"formula": "C10H9N2O3", "method": "ωB97M-V with the def2-TZVPD basis set", "homo_lumo_gap_ev": 6.6, "charge": -1, "e_lumo_ev": 2.98, "e_above_lowest_kcal_mol": 0.00, "elements": ["C", "C", "C", "C", "C", "C", "C", "C", "C", "C", "N", "N", "O", "O", "O", "H", "H", "H", "H", "H", "H", "H", "H", "H"], "xyz": [[-1.8734, 2.2157, -1.9447], [1.3087, -0.6226, -0.9117], [0.4271, -0.2033, 1.2832], [1.3450, -1.9747, -0.6453], [0.4533, -1.5540, 1.5510], [0.8543, 0.2819, 0.0484], [0.9091, -2.4471, 0.5876], [-2.5699, 0.6328, -0.2303], [-1.9419, 0.9440, -1.4448], [0.8055, 1.7054, -0.2394], [-1.8293, 3.3068, -2.3508], [0.6435, 2.5625, 0.6809], [-3.1721, 1.7067, 0.4355], [-2.6541, -0.4774, 0.2885], [0.9515, -3.7971, 0.8237], [1.6274, -0.2612, -1.8802], [0.0536, 0.5008, 2.0078], [1.6849, -2.6798, -1.3872], [0.0983, -1.9275, 2.5037], [-1.4700, 0.1421, -1.9911], [0.9326, 1.9624, -1.3009], [0.5879, 3.5212, 0.3410], [-2.9845, 2.5088, -0.0706], [0.4905, -3.9716, 1.6523]]}

***

Q: Which total energy values were calculated for the entries above? A: -766.9235; -1066.7485; -741.3321; -8140.7649; -2241.0007; -721.7525, in Eh.
Q: Which largest force on an atom values were calculated for the entries above? A: 0.1123; 0.0061; 0.0847; 0.0434; 0.2023; 0.0194, in Eh/bohr.